C26H28FN5O5S | ωB97M-V/def2-TZVPD

Geometry as ORCA input:
```
! wB97M-V def2-TZVPD RIJCOSX def2/J DEFGRID3
* xyz 0 1
C 6.802 0.298 -2.653
C 6.301 1.624 -2.087
O 5.896 1.521 -0.736
C 4.727 0.893 -0.427
C 3.759 0.482 -1.337
C 2.599 -0.128 -0.892
C 2.384 -0.349 0.460
C 3.348 0.073 1.369
C 4.503 0.687 0.935
H 5.256 1.014 1.634
H 3.196 -0.085 2.428
C 1.108 -0.980 0.951
N 0.013 0.000 0.923
C -0.700 0.192 -0.220
O -0.507 -0.504 -1.214
C -1.766 1.178 -0.220
C -2.588 1.408 -1.331
N -2.464 0.854 -2.538
H -3.165 1.081 -3.229
H -1.758 0.144 -2.662
C -3.604 2.356 -0.985
N -3.565 2.796 0.254
S -2.349 2.150 1.099
C -4.650 2.797 -1.929
O -4.726 2.368 -3.069
N -5.505 3.703 -1.417
H -5.392 4.006 -0.465
H -6.258 4.055 -1.983
C 0.040 0.918 1.997
C 0.657 2.159 1.881
C 0.716 3.011 2.969
C 0.169 2.634 4.184
C -0.440 1.399 4.324
C -0.493 0.556 3.232
F -1.079 -0.654 3.351
H -0.870 1.081 5.260
H 0.219 3.301 5.031
H 1.198 3.970 2.868
H 1.089 2.437 0.932
C 0.735 -2.272 0.192
O 1.453 -2.787 -0.633
N -0.403 -2.830 0.649
H -0.970 -2.378 1.351
C -0.919 -4.072 0.130
H -0.793 -4.864 0.877
H -0.341 -4.321 -0.762
C -2.407 -3.958 -0.206
H -2.743 -4.925 -0.613
C -2.744 -2.815 -1.189
H -3.223 -3.210 -2.083
H -1.843 -2.279 -1.483
C -3.703 -1.919 -0.398
H -3.159 -1.099 0.070
C -4.217 -2.873 0.680
H -5.045 -3.485 0.290
O -3.116 -3.691 0.998
H -4.539 -2.377 1.596
H -4.503 -1.506 -1.008
H 1.235 -1.271 2.002
H 1.858 -0.448 -1.606
H 3.890 0.627 -2.398
H 5.492 2.032 -2.705
H 7.117 2.352 -2.066
H 7.628 -0.070 -2.050
H 7.144 0.442 -3.674
H 6.012 -0.449 -2.645
*
```

The total energy comes out at -58659.1232 eV. The energy above the lowest of the compared OMol25 structures with the same formula, charge and spin is 0.1164 eV.